Arrangement 1

The following is a quantum chemistry calculation of a molecular structure, C4H8N3S, from the OMol25 dataset.

For the HOMO energy, the calculation gives -12.266 eV. The net charge is +1.

Each line ends with the Mulliken charge.
CARTESIAN COORDINATES (ANGSTROEM)
H: 2.5159 -2.1007 -0.5264  0.3825
C: 0.6826 -1.0092 0.0931  0.3998
H: 0.1503 -2.9509 0.0422  0.2555
H: -0.7814 2.1728 -1.0742  0.3822
N: -1.4534 1.5386 -0.6215  -0.2853
H: -1.5542 0.3309 1.1243  0.3812
N: -0.2381 -2.0212 0.0785  -0.4853
H: -0.6731 1.8655 1.3219  0.3934
H: -1.0260 -1.9479 0.7031  0.2082
C: -0.8325 1.0091 0.6660  -0.8901
C: 0.4391 0.3304 0.3532  0.3528
H: -1.6333 0.7550 -1.2628  0.3602
C: 2.0501 -1.1652 -0.2723  -0.4927
N: 2.7639 -0.0802 -0.2971  -0.4442
H: -2.3306 2.0443 -0.4463  0.3570
S: 1.9206 1.2286 0.1184  0.1248

Arrangement 2

The following is a quantum chemistry calculation of 2 unconnected molecules or ions with the total composition C4H8N3S, from the OMol25 dataset.

For the HOMO energy (alpha / beta), the calculation gives -12.027 / -11.719 eV. The net charge is +1.

Each line ends with the Mulliken charge.
CARTESIAN COORDINATES (ANGSTROEM)
H: -1.0939 2.8299 -2.6337  0.2849
H: 0.5652 -0.1985 3.3029  0.2649
C: 1.3707 -0.9210 1.6556  -0.0252
N: 1.2369 -1.2518 0.4235  0.0179
H: -1.8576 1.2173 -2.4829  0.3090
H: 2.0552 -1.6276 -0.0646  0.2577
H: -0.1343 -1.6692 -1.1442  0.4033
S: 0.1751 1.2962 -1.4193  0.0019
H: 2.2249 -1.0209 2.2620  0.4229
C: -0.9570 1.6401 -2.7184  -0.7704
N: -0.9910 -0.3730 0.4471  -0.3093
C: 0.0318 -1.0354 -0.2981  -0.4449
N: 0.3374 -0.4534 2.3350  -0.1076
H: -1.5584 0.3480 2.2613  0.4146
H: -0.5516 1.4175 -3.6337  0.3127
C: -0.8534 -0.1982 1.7076  -0.0323

arrangement 1 comes first in stability; the runner-up is 291.3 kJ/mol higher.

Arrangement 1

The following is a quantum chemistry calculation of 2 unconnected molecules or ions with the total composition C4H11NO, from the OMol25 dataset.

For the HOMO energy (alpha / beta), the calculation gives 1.185 / -6.000 eV. The net charge is -1. Its multiplicity is 2. As for the expectation value of S²: 0.75.

Each line ends with the Mulliken charge.
CARTESIAN COORDINATES (ANGSTROEM)
C: -0.4800 -0.2823 1.3232  -0.3445
H: 1.1978 1.3543 -3.7478  0.3304
C: -1.0738 0.9565 1.7713  -2.9701
H: -1.9672 -1.1652 2.4559  0.8863
H: -1.8803 1.3353 1.1648  0.4238
N: -1.1292 -1.3367 1.8775  -1.2239
H: -0.2178 1.3745 -2.7715  0.3106
H: 1.7798 1.2026 -1.3877  0.2794
H: -1.3590 0.8921 2.7756  1.1661
O: 0.4945 -0.6040 0.6344  0.2808
H: 0.1799 -0.1470 -3.5439  0.3409
H: 2.4568 -0.1455 -2.5901  0.3000
C: 0.5908 0.7344 -3.1239  -1.1034
H: -0.2036 1.6831 1.6888  0.4273
H: 1.1189 -0.4686 -1.4358  0.1569
H: -0.8825 -2.2162 1.5603  0.4251
C: 1.5840 0.3396 -2.0350  -0.6857

Arrangement 2

The following is a quantum chemistry calculation of 3 unconnected molecules or ions with the total composition C4H11NO, from the OMol25 dataset.

For the HOMO energy (alpha / beta), the calculation gives -2.041 / -1.968 eV. The net charge is -1. Its multiplicity is 2. As for the expectation value of S²: 0.79.

Each line ends with the Mulliken charge.
CARTESIAN COORDINATES (ANGSTROEM)
C: -0.4906 0.5040 -0.1471  -0.2279
H: -3.1904 -1.6149 -0.2009  0.2735
H: 2.0882 0.5471 1.6792  -0.5068
C: -2.7619 -0.6811 -0.5948  -0.9575
H: -2.9751 -0.0400 0.2851  0.2820
H: 1.1394 1.7310 -0.1608  0.8610
H: -0.6648 -1.3984 -0.8872  0.1604
H: 1.1345 1.5023 2.3883  0.5573
H: 2.0121 -0.6874 -0.7383  0.2904
H: 1.1315 -0.5351 -2.0298  0.2856
C: 0.7943 0.8409 -0.5265  -0.9295
N: 1.5929 0.0397 -1.3476  -0.7269
H: -1.0521 1.1228 0.5673  0.3383
C: -1.3161 -0.5163 -0.8013  -0.1393
O: 2.8104 -0.2242 1.4995  -1.0669
H: -3.5408 -0.3762 -1.3237  0.2346
H: 3.2885 -0.2141 2.3384  0.2717

arrangement 1 comes first in stability; the runner-up is 238.8 kJ/mol higher.

Arrangement 1

The following is a quantum chemistry calculation of a molecular structure, N7O21Sr, from the OMol25 dataset.

For the HOMO energy, the calculation gives 2.368 eV. The net charge is -5.

Each line ends with the Mulliken charge.
CARTESIAN COORDINATES (ANGSTROEM)
O: -4.2102 -1.5749 -1.1144  -0.5991
O: 4.4060 -0.2147 3.0407  -0.6736
O: -5.8200 -2.3026 0.0387  -0.7039
O: 5.4527 1.7008 2.5644  -0.6966
O: 6.1394 0.3782 3.9640  -0.6388
O: 3.3400 -4.1040 -3.1127  -0.6577
O: 5.1028 -3.6515 -2.1390  -0.6469
O: -2.0570 -3.1814 4.0755  -0.5944
O: -1.7530 1.5583 -5.1534  -0.6323
O: -6.0955 -1.2165 -1.8609  -0.6642
N: 3.9458 -3.2263 -2.4359  0.9370
N: -0.6324 1.0710 -5.3451  0.9405
O: -3.9711 3.4803 3.7013  -0.6885
N: 5.3056 0.6328 3.2104  1.0128
O: 2.4038 4.5495 -2.7551  -0.6778
O: 3.5888 -2.1435 -2.0817  -0.6222
N: -5.3761 -1.7047 -1.0256  0.9682
N: -0.8047 -3.4044 4.0292  0.8812
O: 0.3814 5.3844 -2.8469  -0.6563
O: -4.4022 1.7088 4.6222  -0.6246
N: -3.7891 2.2875 3.8190  0.9589
O: 0.7096 3.7550 -1.6209  -0.6029
Sr: 0.2955 -0.5091 0.0545  1.9498
O: -2.8018 1.6023 3.4236  -0.6431
N: 1.1918 4.5310 -2.3980  0.9427
O: -0.2727 -3.6018 2.9084  -0.6450
O: 0.1173 1.6850 -6.0272  -0.6354
O: -0.3645 0.1363 -4.4975  -0.6649
O: -0.0303 -3.6256 4.9622  -0.6231

Arrangement 2

The following is a quantum chemistry calculation of a molecular structure, N7O21Sr, from the OMol25 dataset.

For the HOMO energy, the calculation gives 5.296 eV. The net charge is -5.

Each line ends with the Mulliken charge.
CARTESIAN COORDINATES (ANGSTROEM)
N: 1.5334 16.7550 -8.8483  0.6793
O: 7.1208 16.8863 -9.3810  -0.5415
O: 4.9309 21.5895 -10.1596  -0.6777
O: 2.3492 20.5092 -5.8812  -0.7302
O: 4.8445 17.5822 -10.7827  -0.4935
N: 5.7413 20.7361 -9.7107  0.8352
O: 1.0895 16.1571 -7.7839  -0.6969
N: 4.4522 15.6874 -5.5901  0.9908
O: 9.1914 18.0002 -5.3673  -0.7121
O: 4.9843 15.4899 -6.7109  -0.7624
N: 2.5312 19.3163 -5.7634  0.7299
O: 3.4560 19.0042 -11.4386  -0.6046
O: 6.8720 14.9258 -10.4120  -0.7013
Sr: 5.1608 17.5214 -8.1448  2.2148
N: 8.3576 18.2548 -6.1210  0.9866
O: 8.5047 19.3228 -6.7669  -0.7235
O: 5.2590 19.9601 -8.9336  -0.5310
O: 1.9181 18.7377 -4.9603  -0.6150
O: 0.8139 17.2431 -9.6835  -0.6906
O: 5.3263 19.1309 -12.3124  -0.7020
N: 7.4778 15.8035 -9.7352  0.9129
O: 2.6992 16.8847 -8.9370  -0.3702
O: 8.6348 15.3783 -9.4383  -0.7392
O: 3.5185 18.6311 -6.1588  -0.4500
O: 6.9532 20.7546 -10.0678  -0.7271
O: 7.4580 17.4073 -6.2906  -0.4901
N: 4.5766 18.5170 -11.6302  0.8408
O: 5.2267 15.4662 -4.6572  -0.7148
O: 3.2000 15.9104 -5.5438  -0.5164

arrangement 2 comes first in stability; the runner-up is 37.9 kJ/mol higher.

Arrangement 1

The following is a quantum chemistry calculation of 2 unconnected molecules or ions with the total composition C4H11N3S, from the OMol25 dataset.

For the HOMO energy, the calculation gives -8.785 eV.

Each line ends with the Mulliken charge.
CARTESIAN COORDINATES (ANGSTROEM)
H: 0.2845 -1.7579 0.2446  0.3797
N: -0.7183 1.1963 -0.3158  0.1207
C: 1.3401 -0.1043 1.2386  -0.4017
H: 0.6954 -0.6256 -2.3299  0.2642
C: -0.6747 -0.0548 0.0531  0.3935
H: 2.4764 -0.5138 0.8971  0.2934
H: 1.2064 1.0563 1.1509  0.2656
H: 1.3000 0.7167 -1.2759  0.3243
H: -0.0272 1.9006 -0.3168  0.2752
N: -1.7732 -0.8386 0.2110  -0.8807
N: -1.9273 1.8728 -0.5739  -0.9719
H: -2.4152 1.5671 -1.5043  0.2782
H: -2.7063 1.3557 0.0803  0.3393
C: 1.2796 -0.4086 -1.2982  -1.1846
S: 0.8254 -0.6541 2.9636  -0.2648
H: -0.7997 -1.4175 2.0559  0.2042
C: 0.6036 -0.7520 -0.0301  -0.1586
H: 2.3978 -0.6123 -1.3547  0.3298
H: -1.3674 -1.9259 0.1045  0.3941

Arrangement 2

The following is a quantum chemistry calculation of C4H11N3S in the gas phase, from the OMol25 dataset.

For the HOMO energy, the calculation gives -8.339 eV. As for the SMILES: C/N=C(/NS)[C@@H](C)N.

Each line ends with the Mulliken charge.
CARTESIAN COORDINATES (ANGSTROEM)
H: -1.6251 0.5177 -0.3989  0.3090
C: -1.4805 -1.6796 -0.6614  -1.2926
H: -0.9069 0.6297 1.7934  0.2857
H: 1.1762 3.2294 -0.0973  0.2519
N: 1.2465 -1.1417 0.0759  -0.3058
C: 0.4320 2.4053 -0.2396  -0.8329
H: -0.0827 2.4317 -1.1693  0.3237
H: 3.1670 0.5318 -0.4131  0.2062
H: -2.5258 -1.9333 -0.5318  0.3660
H: -0.1861 2.4963 0.7260  0.2109
N: -1.1534 -0.2525 1.4423  -0.7178
S: 3.0133 -0.8916 0.2032  -0.2537
C: -0.9890 -0.3407 -0.0842  0.3982
H: -1.4302 -1.5855 -1.8192  0.2548
H: 1.0395 -2.0478 -0.1936  0.2326
N: 1.1385 1.0503 -0.1559  -0.6510
C: 0.4901 -0.0464 -0.1313  0.5990
H: -0.8281 -2.5257 -0.2645  0.3061
H: -0.4952 -0.8474 1.9194  0.3100

Arrangement 3

The following is a quantum chemistry calculation of C4H11N3S in the gas phase, from the OMol25 dataset.

For the HOMO energy, the calculation gives -8.835 eV. As for the SMILES: CNC[C@H](N)/C=N\S.

Each line ends with the Mulliken charge.
CARTESIAN COORDINATES (ANGSTROEM)
H: 0.1805 -0.6095 -2.7988  0.3102
N: -0.8164 -0.0202 -1.0507  -0.4030
H: -1.3507 -0.9511 -1.4802  0.3324
C: 0.4151 -0.3671 -0.3555  -0.4190
N: -1.2863 -1.1710 1.5362  -0.6651
C: 0.0217 -0.5669 1.0976  -0.1172
H: 0.5513 -1.4051 -0.7927  0.4860
C: 0.0982 0.8263 1.6787  -0.0389
H: 0.9450 -1.1305 1.4320  0.4182
C: -0.5393 0.2685 -2.4097  -0.8932
H: -0.2116 1.4903 -2.7949  0.2240
H: 3.0264 2.0054 2.2411  0.1937
H: -0.9435 1.1561 1.9424  0.3357
N: 1.0672 1.6664 1.4386  -0.5249
S: 2.6431 1.0800 1.1301  -0.2004
H: -1.6096 0.1473 -2.8573  0.2941
H: -1.2891 -2.2006 1.2576  0.2696
H: 1.2430 0.4152 -0.4273  0.1101
H: -2.1450 -0.6335 1.2130  0.2878

Arrangement 4

The following is a quantum chemistry calculation of C4H11N3S in the gas phase, from the OMol25 dataset.

For the HOMO energy, the calculation gives -8.548 eV. As for the SMILES: CNNC(=S)[C@@H](C)N.

Each line ends with the Mulliken charge.
CARTESIAN COORDINATES (ANGSTROEM)
C: -2.9866 -0.0905 0.4013  -0.7618
N: 2.5637 1.0113 -0.3108  -0.6529
H: 1.6335 0.4179 1.4451  0.2169
N: -0.7434 -0.3174 -0.3426  0.2156
H: -0.4325 -1.2416 -0.4763  0.2606
H: 2.3790 1.9852 -0.1074  0.2987
H: -2.1030 0.8020 -1.1993  0.2686
H: 2.8973 -1.4539 0.3849  0.3721
H: -3.0005 -1.0860 0.8377  0.2855
H: 2.4663 0.9222 -1.3159  0.2546
H: 1.7257 -1.5592 -0.9553  0.3778
H: 1.1817 -1.9036 0.7078  0.3964
H: -3.9686 0.1347 0.0281  0.3391
H: -2.7003 0.6263 1.1775  0.3042
S: -0.3261 2.2567 0.0402  -0.3492
C: 1.8342 -1.2605 0.1012  -1.6684
N: -2.0722 -0.1082 -0.7570  -0.8337
C: 0.1061 0.6563 -0.0062  0.0475
C: 1.5456 0.2081 0.3470  0.6286

arrangement 4 comes first in stability; the runner-up is 167.3 kJ/mol higher.